{
  "formula": "C2H5NOS",
  "method": "the ωB97M-V functional and the def2-TZVPD basis",
  "orbital_gap_ev": 8.8,
  "lumo_energy_ha": 0.0122,
  "de_lowest_ev": 4.746,
  "energy_ha": -607.23240,
  "smiles": "CC(=S)NO",
  "homo_ha": -0.3107,
  "spin_multiplicity": 1,
  "molar_mass_g_mol": 91.135,
  "charge": 0,
  "elements": ["C", "C", "H", "H", "H", "H", "H", "N", "O", "S"],
  "coordinates": [[1.1876, 0.8142, 0.0129], [0.1118, -0.3668, -0.1804], [1.3548, 1.0561, 1.3019], [2.2374, 0.4030, -0.6467], [0.6169, 1.7220, -0.3307], [-1.6380, 0.9710, 0.2230], [-1.5947, -1.8092, -0.4405], [-1.0749, 0.0491, -0.0767], [-2.0245, -0.9782, 0.0955], [0.8237, -1.8614, 0.0417]],
  "forces_ev_per_a": [[0.5, -0.6, 0.7], [6.6, 2.1, 2.5], [-0.2, -1.2, -4.1], [-3.3, 1.9, 2.4], [1.4, -0.4, -0.2], [2.7, -2.5, -1.2], [-1.1, 2.5, 1.9], [-5.9, 0.8, 0.9], [0.6, -2.1, -1.9], [-1.3, -0.4, -0.9]]
}

***

{
  "formula": "C2H5NOS",
  "method": "the ωB97M-V functional and the def2-TZVPD basis",
  "orbital_gap_ev": 8.9,
  "lumo_energy_ha": -0.0007,
  "de_lowest_ev": 1.784,
  "energy_ha": -607.34127,
  "smiles": "NC(=S)CO",
  "homo_ha": -0.3281,
  "spin_multiplicity": 1,
  "molar_mass_g_mol": 91.135,
  "charge": 0,
  "elements": ["C", "C", "N", "O", "S", "H", "H", "H", "H", "H"],
  "coordinates": [[0.0903, 0.7468, 0.3958], [0.9149, -0.2165, -0.3027], [-1.3837, 0.2114, 0.4133], [0.2934, -1.1882, -1.0918], [0.6255, 2.0247, 1.2108], [1.7487, 0.2021, -0.9004], [1.3936, -0.8195, 0.6162], [-1.4565, -0.1116, -0.4979], [-2.0392, 0.9385, 0.5704], [-0.1871, -1.7875, -0.4137]],
  "forces_ev_per_a": [[-4.7, -0.2, 0.9], [3.1, -2.5, 1.3], [4.7, 1.6, 1.3], [-1.8, -1.6, 1.4], [-0.1, 0.1, -0.1], [-0.6, 0.1, 0.6], [-0.4, 1.4, -1.7], [-0.7, -1.0, -2.1], [-0.4, 0.9, 0.4], [1.0, 1.2, -2.0]]
}

***

{
  "formula": "C2H5NP2",
  "method": "the ωB97M-V functional and the def2-TZVPD basis",
  "orbital_gap_ev": [8.0, 8.0],
  "lumo_energy_ha": [-0.0372, -0.0372],
  "de_lowest_ev": 3.788,
  "energy_ha": -816.48900,
  "smiles": "N#C[PH2]=CP",
  "homo_ha": [-0.3306, -0.3306],
  "spin_multiplicity": 1,
  "molar_mass_g_mol": 105.017,
  "charge": 0,
  "elements": ["C", "C", "N", "P", "P", "H", "H", "H", "H", "H"],
  "coordinates": [[-1.3788, 1.4420, 2.1264], [0.2372, -0.1964, -0.9904], [-1.7330, 2.1238, 2.9680], [0.2105, -2.0233, -0.9163], [-0.2140, 0.7445, 0.4433], [-0.1962, 0.2836, -1.9772], [0.5149, -2.3425, -2.2885], [1.7072, -2.0455, -0.6022], [0.4836, 0.0803, 1.3234], [0.3686, 1.9335, -0.0866]],
  "forces_ev_per_a": [[1.3, -1.1, -3.1], [-2.4, 1.2, -1.1], [-0.7, 1.0, 1.5], [2.4, 0.0, -0.1], [-0.6, 0.8, -2.3], [1.0, -0.9, 1.9], [-0.3, 0.4, 0.4], [-1.8, -0.3, -0.1], [1.6, -0.9, 1.8], [-0.5, -0.1, 1.2]]
}

***

{
  "formula": "C2H5NP2S4",
  "method": "the ωB97M-V functional and the def2-TZVPD basis",
  "orbital_gap_ev": [5.2, 6.1],
  "lumo_energy_ha": [0.0091, -0.0970],
  "energy_ha": -2409.27573,
  "homo_ha": [-0.1828, -0.3215],
  "spin_multiplicity": 3,
  "molar_mass_g_mol": 233.285,
  "charge": 0,
  "elements": ["C", "C", "N", "P", "P", "S", "S", "S", "S", "H", "H", "H", "H", "H"],
  "coordinates": [[0.7926, -1.6422, -1.6908], [1.0333, -0.3919, -1.3220], [0.9228, -2.8006, -1.8691], [-1.8025, 0.7759, 0.8726], [0.4457, 0.2877, 0.3451], [-2.3115, -0.6844, 1.8937], [-2.4741, 0.5524, -1.1810], [1.6428, 1.9854, 0.7338], [1.0989, -1.2484, 1.4845], [1.0054, 0.3087, -2.2062], [0.3184, -3.3269, -2.3820], [-1.8150, 1.6471, -1.5047], [1.0032, 2.6250, -0.2467], [-0.1745, -0.9658, 2.1767]],
  "forces_ev_per_a": [[1.0, 3.2, 1.6], [-0.8, 0.9, -1.1], [2.1, -1.3, 0.1], [0.3, 2.6, -1.5], [1.1, 0.2, -3.1], [-1.7, -2.9, 2.3], [-0.1, -0.4, 0.7], [0.2, -0.2, 0.3], [-1.8, 0.5, 1.6], [0.4, -0.5, 1.2], [-2.4, -2.1, -1.2], [0.2, 0.6, -0.3], [0.0, 0.3, -0.1], [1.5, -0.8, -0.4]]
}

***

What did the third record say?
{
  "formula": "C2H5NP2",
  "method": "the ωB97M-V functional and the def2-TZVPD basis",
  "orbital_gap_ev": [8.0, 8.0],
  "lumo_energy_ha": [-0.0372, -0.0372],
  "de_lowest_ev": 3.788,
  "energy_ha": -816.48900,
  "smiles": "N#C[PH2]=CP",
  "homo_ha": [-0.3306, -0.3306],
  "spin_multiplicity": 1,
  "molar_mass_g_mol": 105.017,
  "charge": 0,
  "elements": ["C", "C", "N", "P", "P", "H", "H", "H", "H", "H"],
  "coordinates": [[-1.3788, 1.4420, 2.1264], [0.2372, -0.1964, -0.9904], [-1.7330, 2.1238, 2.9680], [0.2105, -2.0233, -0.9163], [-0.2140, 0.7445, 0.4433], [-0.1962, 0.2836, -1.9772], [0.5149, -2.3425, -2.2885], [1.7072, -2.0455, -0.6022], [0.4836, 0.0803, 1.3234], [0.3686, 1.9335, -0.0866]],
  "forces_ev_per_a": [[1.3, -1.1, -3.1], [-2.4, 1.2, -1.1], [-0.7, 1.0, 1.5], [2.4, 0.0, -0.1], [-0.6, 0.8, -2.3], [1.0, -0.9, 1.9], [-0.3, 0.4, 0.4], [-1.8, -0.3, -0.1], [1.6, -0.9, 1.8], [-0.5, -0.1, 1.2]]
}

***

What did the third record say?
{
  "formula": "C2H5NP2",
  "method": "the ωB97M-V functional and the def2-TZVPD basis",
  "orbital_gap_ev": [8.0, 8.0],
  "lumo_energy_ha": [-0.0372, -0.0372],
  "de_lowest_ev": 3.788,
  "energy_ha": -816.48900,
  "smiles": "N#C[PH2]=CP",
  "homo_ha": [-0.3306, -0.3306],
  "spin_multiplicity": 1,
  "molar_mass_g_mol": 105.017,
  "charge": 0,
  "elements": ["C", "C", "N", "P", "P", "H", "H", "H", "H", "H"],
  "coordinates": [[-1.3788, 1.4420, 2.1264], [0.2372, -0.1964, -0.9904], [-1.7330, 2.1238, 2.9680], [0.2105, -2.0233, -0.9163], [-0.2140, 0.7445, 0.4433], [-0.1962, 0.2836, -1.9772], [0.5149, -2.3425, -2.2885], [1.7072, -2.0455, -0.6022], [0.4836, 0.0803, 1.3234], [0.3686, 1.9335, -0.0866]],
  "forces_ev_per_a": [[1.3, -1.1, -3.1], [-2.4, 1.2, -1.1], [-0.7, 1.0, 1.5], [2.4, 0.0, -0.1], [-0.6, 0.8, -2.3], [1.0, -0.9, 1.9], [-0.3, 0.4, 0.4], [-1.8, -0.3, -0.1], [1.6, -0.9, 1.8], [-0.5, -0.1, 1.2]]
}